1.
Here is a structure of composition C16H42AlClO11P3 from the Open Molecules 2025 dataset. Energies are from ωB97M-V/def2-TZVPD.

Each line ends with the Löwdin charge.
Atoms and positions in Å:
C1 -0.602769 0.083295 -5.705011  -0.164
C2 0.271673 -0.678897 -6.750262  -0.351
C3 -0.148252 -2.178643 -6.930608  -0.740
Cl1 -1.879993 -2.529072 -6.450616  0.455
Al1 1.184649 -3.320299 -5.839524  0.215
C4 1.607718 -2.347192 -4.077941  -0.330
P1 0.603894 -2.864402 -2.677702  0.405
O1 0.513831 -4.325090 -2.607061  -0.331
O2 1.251167 -2.169193 -1.329709  -0.175
O3 -0.920813 -2.188321 -2.839939  -0.201
H1 -0.026892 0.949492 -5.337413  0.066
H2 -1.505511 0.411233 -6.233516  0.060
H3 -0.833728 -0.531155 -4.831256  0.024
H4 1.305035 -0.652192 -6.362032  0.063
H5 0.290128 -0.112017 -7.695188  0.089
H6 -0.057025 -2.403301 -8.000468  0.027
H7 0.655380 -4.815516 -5.603941  -0.097
H8 2.511657 -3.408397 -6.763556  -0.105
H9 2.682407 -2.421010 -3.855837  0.029
H10 1.398187 -1.270083 -4.233330  0.014
H11 0.560649 -1.784718 -0.769552  0.023
H12 -1.186308 -2.477016 -3.733487  0.022
O4 0.343274 -0.617748 2.838116  -0.212
P2 1.619236 -0.856116 3.587933  0.641
O5 1.593718 -2.493406 3.565878  -0.223
C5 1.940099 -3.154422 2.334322  -0.261
C6 3.434569 -3.121713 2.075553  -0.076
O6 1.039279 -0.536028 5.098282  -0.249
C7 -0.096901 0.304566 5.294171  -0.284
C8 -1.350018 -0.527812 5.480981  -0.072
O7 3.170860 -0.753484 4.149212  -0.231
C9 3.553191 -0.972355 5.508839  -0.272
C10 3.246936 -2.350346 6.053493  -0.076
H13 1.399007 -2.701595 1.500770  0.096
H14 1.605396 -4.186552 2.430829  0.122
H15 3.779892 -2.101860 1.888722  0.070
H16 3.684108 -3.728485 1.204646  0.084
H17 3.986091 -3.497409 2.938693  0.069
H18 -0.207145 1.012487 4.473289  0.097
H19 0.088246 0.892132 6.197062  0.115
H20 -1.457242 -1.275727 4.695368  0.076
H21 -2.239561 0.104620 5.484926  0.076
H22 -1.305313 -1.071223 6.427102  0.073
H23 3.136077 -0.193315 6.146887  0.111
H24 4.636181 -0.829569 5.527998  0.119
H25 2.176759 -2.516921 6.161442  0.070
H26 3.700450 -2.462853 7.040936  0.081
H27 3.639765 -3.128523 5.399360  0.072
O8 -3.320865 3.171671 -2.092634  -0.217
P3 -2.088106 3.098018 -1.242195  0.637
O9 -2.555751 2.039745 -0.081075  -0.220
C11 -2.651514 0.650397 -0.417687  -0.260
C12 -1.283753 0.014137 -0.562276  -0.087
O10 -2.273450 4.540916 -0.461157  -0.251
C13 -3.060944 5.590059 -1.016744  -0.291
C14 -4.448176 5.596658 -0.404729  -0.077
O11 -0.496312 3.051896 -0.804347  -0.225
C15 0.053012 3.725773 0.328698  -0.269
C16 -0.516634 3.309598 1.668201  -0.077
H28 -3.235738 0.527423 -1.333626  0.115
H29 -3.199998 0.167200 0.391183  0.119
H30 -0.749970 0.422669 -1.424055  0.080
H31 -1.370296 -1.063143 -0.702946  0.063
H32 -0.670115 0.206412 0.321038  0.065
H33 -3.104470 5.514837 -2.102414  0.104
H34 -2.555697 6.531126 -0.783764  0.114
H35 -4.905659 4.607844 -0.435176  0.075
H36 -5.100214 6.299695 -0.926637  0.074
H37 -4.395999 5.885858 0.647083  0.072
H38 -0.007575 4.805425 0.190123  0.111
H39 1.117481 3.480165 0.319241  0.120
H40 -1.552703 3.623048 1.785281  0.070
H41 0.061936 3.772450 2.471744  0.080
H42 -0.480527 2.226273 1.792013  0.064

Forces on the atoms, in the same order (eV/Å):
0.834 0.129 -0.782
-0.525 -0.083 0.869
1.164 0.534 0.166
0.049 0.150 -0.177
-0.177 -0.487 -0.303
-0.812 0.943 0.450
0.510 -0.138 -1.227
-0.095 -0.272 0.797
-1.129 0.114 -0.503
1.757 -0.212 0.047
-0.367 -0.063 -0.193
-0.013 -0.006 0.598
-0.132 0.087 -0.269
-0.196 -0.147 -0.317
-0.176 -0.174 0.199
-0.340 -0.230 0.284
-0.148 0.017 0.011
0.180 0.297 0.003
-0.341 -0.232 0.119
0.208 -0.272 0.101
0.153 -0.049 -0.018
-0.335 0.061 0.168
2.321 2.335 -2.423
-2.892 -4.212 5.822
0.741 0.352 -0.410
0.143 -0.180 -0.112
0.065 0.137 0.015
0.549 0.493 -0.258
-0.368 -0.115 0.064
-0.061 -0.172 0.087
-0.508 1.241 -3.008
0.403 0.182 0.860
-0.320 -0.183 -0.126
-0.068 -0.045 0.049
-0.110 0.077 0.107
0.017 -0.043 -0.051
-0.075 0.021 -0.014
-0.030 -0.048 -0.011
-0.011 -0.133 -0.090
0.158 -0.080 0.012
0.051 0.164 -0.140
0.018 0.007 0.023
-0.007 0.058 0.022
-0.181 -0.064 -0.117
-0.025 0.042 -0.347
0.008 0.037 -0.049
0.099 0.129 -0.051
0.051 0.031 0.022
2.632 -1.192 -2.449
-2.623 2.342 6.417
0.346 0.053 -0.718
0.030 -0.429 -0.010
0.283 0.144 0.046
0.506 -0.069 -0.373
-0.331 0.062 0.099
-0.099 -0.016 0.177
-0.694 -1.066 -3.032
0.576 0.554 0.502
-0.369 -0.145 0.027
-0.017 0.056 0.024
-0.031 0.184 0.057
-0.022 -0.114 -0.043
-0.205 0.045 -0.074
-0.098 -0.002 0.060
-0.067 -0.144 0.029
0.120 -0.089 0.082
0.075 -0.012 -0.212
0.019 0.017 0.016
0.013 0.054 -0.025
-0.210 -0.060 -0.050
-0.077 -0.207 -0.271
0.011 -0.001 -0.060
0.121 0.019 -0.122
0.072 0.015 0.003

Results
**Net charge**: -1
**Strongest force on any atom**: 7.75 eV/A
**E_LUMO**: 0.8 eV

=====

2.
Here is a structure of composition C3H11N2OP3 from the Open Molecules 2025 dataset. Energies are from ωB97M-V/def2-TZVPD.

Each line ends with the Löwdin charge.
Atoms and positions in Å:
C1 -2.274989 0.759429 -0.629622  -0.094
C2 -0.853219 0.784557 -1.332296  -0.213
C3 -0.280009 -0.616169 -1.597048  -0.266
N1 2.076214 -0.060342 1.841370  -0.865
N2 1.058516 -2.056276 -0.549180  -0.422
O1 -0.206720 -1.515330 -0.542411  -0.225
P1 3.087788 -0.822542 2.724151  0.662
P2 0.886987 0.971637 2.283677  0.668
P3 1.793138 -2.638131 0.692750  0.740
H1 -2.685699 1.796353 -0.746666  0.078
H2 -2.943203 0.052210 -1.209849  0.086
H3 -2.384670 0.439972 0.352049  0.026
H4 -0.125230 1.435688 -0.667382  0.089
H5 -1.005671 1.158500 -2.275111  0.065
H6 -1.118845 -0.961251 -2.199385  0.103
H7 0.625513 -0.732184 -2.194386  0.115
H8 0.882324 1.566295 0.979626  -0.111
H9 1.559266 2.046981 2.856913  -0.132
H10 3.118662 -0.157468 3.989467  -0.154
H11 3.040627 -2.661971 0.106403  -0.150

Forces on the atoms, in the same order (eV/Å):
-0.099 0.643 -3.550
1.406 -0.514 5.193
-1.851 0.433 -1.793
0.904 -0.938 0.593
0.240 1.168 -1.567
0.756 -0.921 1.971
1.285 -0.637 -0.100
-1.630 1.192 -1.261
-1.280 -0.964 1.612
0.128 -0.948 0.273
0.599 0.849 0.353
0.537 -0.419 1.955
-1.427 -1.012 -1.675
-0.072 1.402 -2.193
0.029 -0.739 -0.629
-0.024 0.669 0.156
-0.489 0.282 0.633
0.458 0.415 0.426
-0.237 0.301 0.292
0.766 -0.264 -0.687

Results
**Strongest force on any atom**: 5.40 eV/A
**E_LUMO**: -1.0 eV

=====

3.
Here is a cluster of 2 separate species, Br3HNP in total from the Open Molecules 2025 dataset. Energies are from ωB97M-V/def2-TZVPD.

Each line ends with the Löwdin charge.
Atoms and positions in Å:
N1 -2.184983 0.465744 -0.457545  -0.030
P1 0.278987 -0.027619 -0.039711  -0.248
Br1 1.554472 -1.906465 -0.681248  0.073
Br2 1.118817 0.284771 2.025949  0.142
Br3 1.455285 1.433560 -1.141255  0.188
H1 -2.222579 -0.249993 0.293810  -0.126

Forces on the atoms, in the same order (eV/Å):
0.643 -0.258 0.282
1.157 -0.979 0.003
-0.884 0.854 0.417
-0.375 -0.103 -0.419
-0.087 0.384 -0.196
-0.454 0.102 -0.087

Results
**Strongest force on any atom**: 1.52 eV/A
**E_LUMO (alpha / beta)**: -1.7 / -2.0 eV